No. 1
Formula: C28H40N2O5PtS2Si
Source: the OMol25 dataset
Level of theory: the ωB97M-V functional and the def2-TZVPD basis

Each line ends with the Mulliken charge.
Positions of all 79 atoms, in Å:
Pt 0.760 0.099 -0.042  2.015
C 4.971 -6.032 -3.171  -1.412
C 4.599 -4.661 -2.690  0.871
C 5.575 -3.753 -2.288  -0.868
C 5.235 -2.479 -1.862  -0.411
C 3.891 -2.118 -1.845  0.176
C 2.891 -3.004 -2.252  -0.504
C 3.256 -4.267 -2.663  -0.802
S 3.477 -0.532 -1.318  1.396
O 4.638 0.271 -1.132  -0.657
O 2.318 -0.041 -2.045  -0.725
N 2.692 -0.707 0.190  -0.048
C 3.193 -0.837 1.399  1.097
C 4.534 -1.195 1.720  -0.594
C 4.921 -1.317 3.037  -1.036
C 4.023 -1.089 4.075  -0.688
C 2.671 -0.710 3.814  0.958
C 1.739 -0.430 4.833  -0.655
C 0.471 -0.035 4.490  -1.276
C 0.133 0.071 3.136  -0.234
N 0.992 -0.209 2.168  -0.252
C 2.248 -0.586 2.492  0.044
H 6.028 -6.235 -3.019  0.365
H 4.758 -6.129 -4.237  0.338
H 4.393 -6.795 -2.650  0.369
H 6.618 -4.039 -2.322  0.366
H 5.999 -1.768 -1.579  0.562
H 1.853 -2.699 -2.270  0.558
H 2.492 -4.962 -2.988  0.441
H 5.238 -1.360 0.916  0.388
H 5.940 -1.592 3.270  0.445
H 4.348 -1.188 5.102  0.464
H 2.030 -0.516 5.872  0.479
H -0.269 0.203 5.241  0.506
H -0.852 0.398 2.825  0.731
C -1.533 -2.182 -0.912  -1.971
C -2.334 -1.113 -0.197  1.454
C -3.582 -0.736 -0.970  -1.384
C -2.649 -1.501 1.235  -1.414
O -1.441 0.095 -0.151  0.064
Si -1.827 1.710 -0.026  -1.091
S 0.269 2.364 -0.128  -0.440
O -2.662 2.345 -1.213  0.273
C -2.484 2.682 -2.635  1.568
C -1.968 4.107 -2.688  -1.551
C -3.864 2.563 -3.254  -1.615
C -1.508 1.702 -3.264  -1.281
O -2.444 1.938 1.428  0.107
C -3.143 3.092 2.032  1.563
C -2.986 2.909 3.527  -1.676
C -4.595 3.002 1.600  -1.491
C -2.486 4.374 1.552  -1.491
H -2.108 -3.109 -0.943  0.530
H -0.605 -2.404 -0.375  0.482
H -1.305 -1.890 -1.938  0.328
H -4.236 -1.606 -1.042  0.602
H -3.335 -0.408 -1.979  0.236
H -4.146 0.054 -0.470  0.340
H -3.387 -2.304 1.239  0.487
H -3.062 -0.658 1.789  0.102
H -1.759 -1.871 1.746  0.340
H -2.673 4.786 -2.208  0.342
H -1.845 4.420 -3.725  0.499
H -0.998 4.201 -2.195  0.272
H -4.563 3.235 -2.759  0.354
H -4.241 1.543 -3.175  0.344
H -3.822 2.830 -4.310  0.441
H -0.509 1.781 -2.821  0.264
H -1.396 1.922 -4.326  0.585
H -1.860 0.674 -3.168  0.196
H -3.400 1.950 3.841  0.329
H -3.519 3.698 4.057  0.479
H -1.934 2.960 3.817  0.323
H -5.044 2.073 1.950  0.328
H -4.680 3.052 0.514  0.169
H -5.162 3.833 2.021  0.518
H -1.429 4.400 1.826  0.335
H -2.965 5.235 2.018  0.546
H -2.584 4.492 0.470  0.197

Maximum force, eV/A: 0.64
LUMO level (alpha / beta), eV: -6.453 / -8.793
<S²>: 6.044
2S+1: 5
HOMO-LUMO gap (alpha / beta), Eh: 0.280 / 0.208
Net charge: +2
DFT total energy, hartree: -2781.4090

No. 2
Formula: C28H41AuBrN3O2SbSi3
Source: the OMol25 dataset
Level of theory: the ωB97M-V functional and the def2-TZVPD basis

Each line ends with the Mulliken charge.
Positions of all 80 atoms, in Å:
Au 0.883 -1.132 -1.146  2.456
Br -2.113 -2.425 -2.455  -0.045
C -0.574 -3.442 -2.892  0.240
C -0.674 -4.716 -3.415  -0.744
C 0.513 -5.387 -3.683  -0.357
C 1.724 -4.742 -3.482  -0.726
C 1.711 -3.458 -2.954  0.556
N 0.577 -2.840 -2.649  -0.099
C 3.014 -2.666 -2.723  0.128
O 3.974 -2.999 -3.386  -0.667
O 2.953 -1.735 -1.869  -0.733
H -1.637 -5.160 -3.608  0.460
H 0.479 -6.403 -4.040  0.442
H 2.667 -5.211 -3.713  0.509
C 2.521 1.681 0.080  -1.049
Sb 0.795 1.113 1.263  0.337
C 1.103 -1.057 0.934  0.928
C -0.021 -1.736 1.542  -1.357
C -0.413 -3.032 1.169  -0.490
C -1.397 -3.678 1.884  -0.873
C -1.965 -3.032 2.977  -0.712
C -1.574 -1.730 3.234  -0.565
N -0.651 -1.092 2.532  0.003
Si 2.785 -1.744 1.636  0.341
C 2.645 -1.358 3.505  -1.164
C 2.806 -3.627 1.354  -1.025
C 4.389 -0.965 0.986  -1.136
C -0.920 2.138 0.141  2.035
C -0.888 1.722 -1.263  -1.477
C -1.931 2.106 -2.120  -0.912
C -1.858 1.836 -3.468  -0.931
C -0.713 1.224 -3.973  -1.033
C 0.256 0.842 -3.074  -0.516
N 0.157 1.040 -1.749  -0.117
Si -0.547 4.060 0.252  0.414
C -0.751 4.610 2.062  -1.122
C 1.188 4.618 -0.306  -1.294
C -1.704 5.054 -0.894  -1.173
Si -2.579 1.632 1.042  0.360
C -4.043 2.835 0.784  -1.272
C -2.287 1.597 2.926  -0.773
C -3.001 -0.067 0.288  -0.730
H 3.258 2.187 0.698  0.449
H 2.215 2.337 -0.725  0.241
H 2.938 0.771 -0.344  0.205
H 0.074 -3.490 0.323  0.683
H -1.715 -4.672 1.603  0.494
H -2.710 -3.514 3.589  0.505
H -2.036 -1.171 4.036  0.497
H 1.748 -1.787 3.938  0.311
H 2.626 -0.287 3.693  0.283
H 3.496 -1.768 4.039  0.423
H 1.981 -4.133 1.846  0.375
H 3.725 -4.039 1.756  0.492
H 2.783 -3.875 0.299  0.193
H 4.544 0.047 1.345  0.341
H 4.433 -0.969 -0.097  0.325
H 5.226 -1.561 1.338  0.485
H -2.782 2.622 -1.715  0.527
H -2.665 2.120 -4.127  0.518
H -0.595 1.054 -5.033  0.515
H 1.169 0.367 -3.407  0.764
H -0.163 4.005 2.747  0.345
H -1.783 4.590 2.389  0.322
H -0.408 5.634 2.155  0.460
H 1.972 4.335 0.387  0.326
H 1.188 5.703 -0.358  0.470
H 1.451 4.260 -1.297  0.381
H -2.759 4.860 -0.750  0.324
H -1.471 4.884 -1.941  0.365
H -1.543 6.110 -0.699  0.476
H -3.837 3.842 1.130  0.323
H -4.884 2.469 1.365  0.436
H -4.384 2.899 -0.243  0.401
H -1.975 2.558 3.319  0.409
H -1.533 0.869 3.202  -0.044
H -3.213 1.336 3.428  0.439
H -3.295 0.020 -0.755  0.329
H -3.822 -0.540 0.814  0.558
H -2.157 -0.750 0.324  -0.062

Maximum force, eV/A: 1.69
LUMO level (alpha / beta), eV: -5.721 / -5.722
Relative energy (zero: lowest compared OMol25 entry of this formula, charge and spin), eV: 2.024
HOMO-LUMO gap (alpha / beta), Eh: 0.191 / 0.191
Net charge: +1
DFT total energy, hartree: -5224.5302

Which of these has the lowest net charge? C28H41AuBrN3O2SbSi3

Which of these has the highest net charge? C28H40N2O5PtS2Si

Which of these has the lowest DFT total energy? C28H41AuBrN3O2SbSi3